DFT (the ωB97M-V functional and the def2-TZVPD basis) results for a structure of composition C36H40GeN2O3Pt at a distorted geometry.

```
83
Properties=species:S:1:pos:R:3:lowdin_spin:R:1
O 2.07351 -1.08660 -1.05169 0.000
C -2.75115 1.01064 -2.73975 0.000
O 1.10169 1.27475 0.06629 -0.001
O 3.53190 -0.24678 0.99368 -0.001
C 1.51126 2.36104 0.95292 0.000
C -1.82053 4.61703 -0.50000 0.000
Pt 1.12716 -0.74667 0.87822 -0.005
H 2.09878 -0.08550 -2.86977 0.000
C -3.86218 -1.47917 0.49104 0.000
C -2.72509 -0.69762 0.33075 0.009
C 2.76909 -5.82631 -1.67301 0.001
C -1.15681 5.20958 2.15780 0.000
H -1.99995 6.72944 -0.76346 0.000
H 2.20878 -4.55057 2.13388 0.000
C -1.72606 1.82265 -2.24279 0.000
C -1.48440 -1.68518 4.00403 0.016
H -4.13439 2.39661 0.77408 0.000
C 2.02739 -4.27984 0.01405 0.013
H 4.79992 0.19131 -0.55138 0.000
C 1.61640 -0.01848 -1.89527 0.000
H -2.63948 0.10511 4.49353 0.006
H -0.90714 5.43074 3.18774 0.000
C -5.08444 -0.86437 0.75058 0.006
H -0.90766 3.12872 2.45374 0.000
C -4.04751 1.31854 0.68973 0.004
H 0.96508 2.25446 1.88577 0.000
C -0.45811 -1.84316 3.03476 0.280
H -1.06408 1.24269 2.54623 0.008
C -1.47205 6.22713 1.26268 0.000
H -6.13174 0.99057 1.04197 0.000
C 4.35024 -0.68160 -0.07163 0.000
C 1.80993 1.32107 -1.23504 0.000
C -1.88638 -0.39291 3.89978 0.168
N 1.27255 -2.71291 1.78378 0.200
C -1.77748 5.93470 -0.06291 0.000
H 0.32783 -3.85870 3.23608 -0.003
C 3.47849 -1.47836 -1.03873 0.000
H 3.50308 -6.53483 -2.03580 0.000
C 4.19595 -0.16272 2.26927 0.000
H 2.58054 2.30239 1.14561 0.000
C -2.84307 0.69879 0.39823 0.013
H 3.89551 -1.40436 -2.04195 0.000
C -2.23485 1.79735 -4.96017 0.000
H -1.77160 -1.16891 0.12762 0.001
H 1.37238 2.10454 -1.85410 0.000
H -2.10731 4.40665 -1.52213 0.000
C 1.59180 -5.62152 -2.38104 0.000
H 0.10772 -3.37019 -0.33280 0.000
H 2.86506 1.55331 -1.09359 0.000
C 0.64254 -4.73510 -1.90251 0.000
H -0.28219 -4.58958 -2.44734 0.000
H -3.80206 0.39410 -4.49352 0.000
H -1.50657 7.25207 1.60881 0.000
C 0.40058 -2.91282 2.70293 -0.008
H -2.43523 1.78269 -6.02322 0.000
H -1.84957 -2.43636 4.68916 -0.003
Ge -1.31435 1.76464 -0.33460 0.000
H 3.91897 -5.29980 0.06100 0.000
H 3.44617 -2.52600 -0.75169 0.000
H 4.95574 0.61964 2.25097 0.000
C -1.16786 3.88850 1.72993 0.000
H -0.62123 3.21525 -5.12963 0.000
H 0.54302 -0.17567 -2.02173 0.000
C -1.20907 2.59846 -4.46183 0.000
C 0.86478 -4.05111 -0.71213 0.001
H 5.16172 -1.32025 0.28124 0.000
C 2.99585 -5.14100 -0.48959 0.002
N -0.24117 -0.66832 2.34340 0.017
H 3.44178 0.09650 3.00818 0.000
H -3.35550 0.39503 -2.08800 0.000
C -5.17712 0.51939 0.84666 0.001
H 1.42643 -6.13388 -3.31957 0.000
H 1.27308 3.32358 0.50148 0.000
C -1.49977 3.59799 0.40079 0.000
C -0.94389 2.60812 -3.10322 0.000
H -3.79150 -2.55804 0.41949 0.000
C -1.07285 0.21310 2.85742 0.246
H 3.23007 -3.28534 1.47856 0.009
H 4.66502 -1.11084 2.53379 0.000
C -3.00212 1.01124 -4.10443 0.000
H -5.96787 -1.47384 0.88847 0.000
C 2.23172 -3.73054 1.41511 0.020
H -0.14610 3.23570 -2.72122 0.000
```

- Relative energy (zero: lowest compared OMol25 entry of this formula, charge and spin): 232.41 kJ/mol
- Charge: +3
- Frontier orbital gap (spin up / spin down): 6.35 / 4.84 eV
- Expectation value of S²: 0.784
- 2S+1: 2
- LUMO (spin up / spin down): -0.3666 / -0.4217 hartree